A molecular structure, C12H14CrI2N2. Source: OMol25; level of theory: the ωB97M-V functional and the def2-TZVPD basis.

Computed properties:
spin multiplicity: 5
energy above the lowest of the compared OMol25 structures with the same formula, charge and spin: 8.1 kcal/mol
orbital gap (spin up / spin down): 0.253 / 0.245 Ha
HOMO level (spin up / spin down): -7.8 / -8.0 eV
charge: 0
lowest unoccupied orbital energy (spin up / spin down): -0.9266 / -1.3552 eV
expectation value of S²: 6.041

Element x y z (Å)
C1 0.192 1.181 3.056
C2 0.289 -1.096 3.133
H1 1.221 1.550 3.101
H2 -0.107 0.862 4.054
H3 -0.403 2.080 2.847
H4 0.430 -2.114 2.757
H5 1.151 -0.910 3.774
H6 -0.625 -1.149 3.731
C3 0.196 2.631 -0.126
C4 0.261 3.450 -1.250
C5 0.168 2.879 -2.521
C6 -0.001 1.502 -2.640
H7 0.268 3.005 0.897
H8 0.380 4.516 -1.092
H9 0.219 3.495 -3.414
H10 -0.083 0.987 -3.592
N1 0.041 1.306 -0.265
C7 -0.066 0.719 -1.487
C8 -0.218 -0.741 -1.481
N2 -0.186 -1.332 -0.259
C9 -0.304 -2.657 -0.106
C10 -0.489 -2.908 -2.492
C11 -0.451 -3.480 -1.219
H11 -0.284 -3.030 0.921
H12 -0.534 -4.548 -1.050
C12 -0.374 -1.527 -2.624
H13 -0.398 -1.011 -3.578
H14 -0.605 -3.527 -3.377
Cr1 0.088 -0.022 1.304
I1 2.629 -0.233 1.198
I2 -2.407 0.123 1.801


A molecular structure, C12H14F3NO2. Source: OMol25; level of theory: the ωB97M-V functional and the def2-TZVPD basis.

Computed properties:
energy above the lowest of the compared OMol25 structures with the same formula, charge and spin: 77.1 kcal/mol
orbital gap: 0.352 Ha
HOMO level: -9.0 eV
charge: 0
lowest unoccupied orbital energy: 0.5992 eV

Element x y z (Å)
C1 3.254 1.119 -0.176
O1 1.832 1.268 0.018
C2 0.970 0.425 -0.464
C3 -0.443 0.836 -0.365
C4 -1.488 -0.102 -0.353
C5 -2.839 0.230 -0.373
C6 -3.207 1.585 -0.449
C7 -4.656 1.946 -0.488
C8 -2.204 2.558 -0.408
C9 -0.863 2.185 -0.351
H1 3.636 2.136 -0.226
H2 3.642 0.646 0.731
H3 3.493 0.601 -1.119
H4 1.297 -0.199 -1.310
H5 -1.155 -1.129 -0.364
H6 -3.621 -0.536 -0.324
H7 -4.730 3.052 -0.514
H8 -5.090 1.488 -1.401
H9 -5.136 1.512 0.416
H10 -2.503 3.619 -0.435
H11 -0.096 2.939 -0.382
C10 0.998 -2.697 -0.614
N1 1.183 -1.384 0.125
C11 1.653 -1.365 1.405
C12 2.714 -2.529 1.815
F1 2.238 -3.802 1.731
F2 3.871 -2.459 1.062
F3 3.121 -2.380 3.106
O2 1.414 -0.441 2.148
H12 1.816 -3.434 -0.630
H13 0.177 -3.257 -0.138
H14 0.720 -2.434 -1.671


A molecular structure, C12H14FFeIN2. Source: OMol25; level of theory: the ωB97M-V functional and the def2-TZVPD basis.

Computed properties:
spin multiplicity: 5
energy above the lowest of the compared OMol25 structures with the same formula, charge and spin: 4.8 kcal/mol
orbital gap (spin up / spin down): 0.277 / 0.265 Ha
HOMO level (spin up / spin down): -8.2 / -7.9 eV
charge: 0
lowest unoccupied orbital energy (spin up / spin down): -0.6243 / -0.6748 eV
expectation value of S²: 6.010

Element x y z (Å)
C1 2.522 2.495 0.829
C2 3.015 1.300 -0.017
H1 1.731 3.078 0.357
H2 3.363 3.193 0.971
H3 2.208 2.160 1.818
H4 2.476 1.116 -0.952
H5 4.039 1.516 -0.354
H6 3.086 0.411 0.605
C3 -2.809 1.209 -0.454
C4 -4.026 0.898 -1.074
C5 -4.033 -0.035 -2.119
C6 -2.838 -0.689 -2.426
H7 -2.744 2.019 0.276
H8 -4.927 1.408 -0.752
H9 -4.941 -0.250 -2.678
H10 -2.731 -1.371 -3.268
N1 -1.669 0.560 -0.729
C7 -1.699 -0.450 -1.629
C8 -0.497 -1.281 -1.685
N2 0.598 -0.797 -1.042
C9 1.688 -1.579 -0.921
C10 0.624 -3.375 -2.131
C11 1.731 -2.874 -1.435
H11 2.533 -1.144 -0.392
H12 2.631 -3.459 -1.279
C12 -0.493 -2.549 -2.284
H13 -1.378 -2.851 -2.833
H14 0.626 -4.382 -2.535
Fe1 0.570 1.183 -0.184
I1 0.227 2.961 -1.969
F1 0.356 0.674 1.586


A molecular structure, C12H14FeN5O3S. Source: OMol25; level of theory: the ωB97M-V functional and the def2-TZVPD basis.

Computed properties:
spin multiplicity: 6
energy above the lowest of the compared OMol25 structures with the same formula, charge and spin: 2.7 kcal/mol
orbital gap (spin up / spin down): 0.302 / 0.259 Ha
HOMO level (spin up / spin down): -8.1 / -8.2 eV
charge: 0
lowest unoccupied orbital energy (spin up / spin down): 0.1666 / -1.1743 eV
expectation value of S²: 8.765

Element x y z (Å)
Fe1 -1.438 1.512 -0.814
N1 -1.506 5.120 1.513
C1 -1.193 4.033 0.761
S1 -2.261 3.702 -0.593
N2 -0.114 3.378 1.078
N3 0.122 2.336 0.211
C2 1.324 1.919 0.072
C3 1.724 0.908 -0.886
C4 3.007 0.362 -0.745
C5 3.484 -0.597 -1.614
C6 2.669 -1.010 -2.672
C7 1.417 -0.466 -2.851
C8 0.908 0.496 -1.967
O1 -0.292 1.010 -2.198
H1 -2.439 5.484 1.456
H2 -0.995 5.246 2.371
H3 2.090 2.380 0.694
H4 3.629 0.713 0.071
H5 4.478 -1.005 -1.492
H6 3.029 -1.758 -3.366
H7 0.786 -0.771 -3.675
C9 -0.698 -3.704 1.013
C10 -0.553 -2.216 0.902
N4 0.542 -1.579 0.801
O2 1.651 -2.411 0.758
C11 -1.793 -1.392 0.843
C12 -3.053 -1.868 1.489
N5 -1.726 -0.305 0.186
O3 -2.813 0.503 0.062
H8 0.269 -4.181 1.126
H9 -1.185 -4.097 0.118
H10 -1.327 -3.962 1.865
H11 2.359 -1.796 0.522
H12 -3.423 -2.769 0.996
H13 -3.815 -1.096 1.429
H14 -2.866 -2.119 2.535